a | {
  "formula": "C5H12N2",
  "method": "the ωB97M-V functional and the def2-TZVPD basis",
  "symbols": ["C", "C", "C", "C", "C", "N", "N", "H", "H", "H", "H", "H", "H", "H", "H", "H", "H", "H", "H"],
  "positions_angstrom": [[0.90953, 0.94467, 1.48700], [1.09583, -0.25001, 0.54637], [0.09810, -0.31983, -0.62490], [-1.20548, -0.55800, -0.00747], [-2.31531, -0.07440, -0.63349], [-2.25811, 0.13479, -1.96628], [2.46866, -0.31488, 0.12233], [1.41055, 0.63467, 2.45150], [-0.18862, 0.90583, 1.73197], [1.17761, 1.93602, 1.16610], [0.68714, -1.07095, 1.14474], [0.18472, 0.41054, -1.35614], [0.48881, -1.24633, -1.21827], [-1.35218, -1.04744, 1.01439], [-2.60602, 0.66579, 0.09785], [-1.49068, -0.21639, -2.62657], [-2.77735, 0.96955, -2.29334], [2.58700, -1.32209, -0.04798], [3.08579, -0.18152, 1.01218]],
  "gap_ha": 0.306,
  "homo_ev": -7.291,
  "lumo_energy_ha": 0.0376,
  "smiles": "C[C@H](N)C/C=C\\N"
}


b | {
  "formula": "C5H12N2",
  "method": "the ωB97M-V functional and the def2-TZVPD basis",
  "symbols": ["C", "C", "C", "C", "C", "N", "N", "H", "H", "H", "H", "H", "H", "H", "H", "H", "H", "H", "H"],
  "positions_angstrom": [[-0.14462, -0.68679, 0.03060], [1.33313, -0.98465, 0.20863], [-1.10750, -1.07177, 1.12449], [-0.67780, -0.89122, -1.37225], [1.05291, 0.42693, 0.53571], [0.04182, 2.11481, -0.68979], [1.65092, 1.05630, 1.45542], [-0.91272, 1.82620, -0.91494], [0.57718, 2.53214, -1.45393], [-0.08731, 2.81504, 0.03510], [1.25712, 1.96128, 1.70802], [1.60466, -1.64276, 1.03043], [1.92828, -1.17064, -0.68224], [-1.41067, -2.12322, 1.04167], [-0.66793, -0.92464, 2.11194], [-1.99542, -0.44003, 1.05907], [-1.52451, -0.22430, -1.54355], [0.06267, -0.64092, -2.13568], [-0.98019, -1.93176, -1.54867]],
  "gap_ha": 0.306,
  "homo_ev": -7.527,
  "lumo_energy_ha": 0.0292,
  "smiles": "[H]/N=C1/CC1(C)C.N"
}


Which is most stable, and by how much? a, by 0.298 eV.


a | {
  "formula": "C3H10O2",
  "method": "the ωB97M-V functional and the def2-TZVPD basis",
  "symbols": ["C", "O", "H", "H", "H", "H", "C", "O", "C", "H", "H", "H", "H", "H", "H"],
  "positions_angstrom": [[-2.35428, -0.00612, 0.57775], [-2.08263, 0.42900, -0.88870], [-1.80708, -0.89941, 0.65296], [-3.35846, -0.35243, 0.90232], [-2.00024, 0.76962, 1.30571], [-2.71214, 1.11017, -1.17803], [0.98093, -0.33461, -0.02024], [1.28647, -0.17722, 1.37550], [2.09595, 0.25676, -0.81246], [0.05030, 0.26917, -0.12181], [0.80166, -1.40511, -0.13587], [2.10441, -0.60466, 1.49915], [2.43468, 1.15539, -0.37700], [1.71715, 0.29917, -1.86244], [2.84326, -0.50971, -0.91683]],
  "gap_ha": 0.406,
  "homo_ev": -10.091,
  "lumo_energy_ha": 0.0354,
  "smiles": "CCO.CO"
}


b | {
  "formula": "C3H10O2",
  "method": "the ωB97M-V functional and the def2-TZVPD basis",
  "symbols": ["C", "O", "C", "C", "H", "H", "H", "H", "H", "H", "H", "H", "H", "H", "O"],
  "positions_angstrom": [[-0.63735, 0.18782, -1.17984], [1.18057, 0.14044, -1.26488], [-0.87774, -0.32070, 0.22632], [-2.18678, 0.04655, 0.89616], [-1.24105, -0.28365, -1.96194], [-0.59838, 1.26466, -1.28730], [0.45118, -0.16554, -1.81157], [-0.05771, -0.00136, 0.86224], [-0.81040, -1.40184, 0.08502], [-2.31202, 1.10509, 1.13232], [-2.15468, -0.42255, 1.88254], [-3.13540, -0.24527, 0.44076], [2.67990, -0.81560, 1.18875], [1.92394, 0.06705, 0.17894], [2.19734, 0.01267, 1.12397]],
  "gap_ha": 0.389,
  "homo_ev": -10.416,
  "lumo_energy_ha": 0.0065
}


Which is most stable, and by how much? a, by 2.039 eV.


a | {
  "formula": "C3H10O2",
  "method": "the ωB97M-V functional and the def2-TZVPD basis",
  "symbols": ["C", "O", "H", "H", "H", "H", "C", "O", "C", "H", "H", "H", "H", "H", "H"],
  "positions_angstrom": [[0.81800, 0.31395, -2.10644], [1.35836, -0.16732, -3.38961], [0.79566, -0.52445, -1.42450], [1.44887, 1.16729, -1.86937], [-0.19215, 0.64967, -2.32921], [1.71748, -1.02405, -3.25272], [-0.65946, 0.46451, 1.74811], [-1.08263, 0.66413, 0.39538], [-0.42261, -1.01762, 1.91188], [0.16143, 1.15148, 1.94896], [-1.49153, 0.80550, 2.37394], [-1.21998, 1.56600, 0.15612], [0.47850, -1.26511, 1.35730], [-0.39948, -1.27612, 2.96582], [-1.31047, -1.50787, 1.51432]],
  "gap_ha": 0.402,
  "homo_ev": -10.117,
  "lumo_energy_ha": 0.0303,
  "smiles": "CCO.CO"
}


b | {
  "formula": "C3H10O2",
  "method": "the ωB97M-V functional and the def2-TZVPD basis",
  "symbols": ["C", "O", "H", "H", "H", "H", "C", "C", "O", "H", "H", "H", "H", "H", "H"],
  "positions_angstrom": [[-0.23918, 3.04718, -0.10687], [-0.57699, 1.98948, 0.80070], [-1.47712, 2.01610, 1.12807], [0.83917, 3.00331, -0.19306], [-0.78155, 3.94153, 0.19741], [-0.55083, 2.74639, -1.11985], [0.79464, -1.52016, 0.13673], [0.06498, -2.77191, -0.29675], [0.15364, -0.37906, -0.41393], [0.80941, -1.46094, 1.22606], [1.80878, -1.51694, -0.27285], [-0.92007, -2.84310, 0.17587], [-0.37668, 0.10143, 0.23846], [0.63109, -3.68470, -0.14622], [-0.17928, -2.66861, -1.35376]],
  "gap_ha": 0.388,
  "homo_ev": -9.762,
  "lumo_energy_ha": 0.0296,
  "smiles": "CCO.CO"
}


c | {
  "formula": "C3H10O2",
  "method": "the ωB97M-V functional and the def2-TZVPD basis",
  "symbols": ["C", "O", "C", "C", "H", "H", "H", "H", "H", "H", "H", "H", "H", "H", "O"],
  "positions_angstrom": [[0.92095, 0.47720, 0.50769], [-0.35693, 0.60092, 1.15361], [0.79475, 0.91833, -0.98811], [1.24179, -0.12952, -1.97938], [1.65751, 1.12920, 0.98917], [1.20595, -0.54319, 0.76735], [-0.46524, 1.45850, 1.55662], [-0.24647, 1.18234, -1.13176], [1.43128, 1.80522, -1.03128], [2.29695, -0.38123, -1.90632], [0.69878, -1.06588, -1.80590], [0.92581, 0.15053, -2.98761], [-3.44082, -2.31190, 1.68715], [-3.10721, -1.79235, 2.98674], [-3.55710, -1.49817, 2.18203]],
  "gap_ha": 0.403,
  "homo_ev": -10.013,
  "lumo_energy_ha": 0.0349,
  "smiles": "CCCO.O"
}


Which is most stable, and by how much? c, by 0.259 eV.


a | {
  "formula": "C18H27N3O2",
  "method": "the ωB97M-V functional and the def2-TZVPD basis",
  "symbols": ["O", "C", "N", "H", "C", "H", "H", "C", "N", "C", "H", "C", "O", "C", "C", "H", "H", "H", "H", "H", "H", "H", "C", "C", "N", "C", "C", "C", "H", "H", "H", "H", "H", "C", "C", "C", "C", "C", "C", "H", "H", "H", "H", "H", "H", "H", "H", "H", "H", "H"],
  "positions_angstrom": [[-1.19534, -2.55286, 0.48823], [-1.71631, -1.54960, 0.04596], [-1.01293, -0.62054, -0.64631], [-1.45423, 0.23883, -0.92749], [0.40186, -0.75980, -0.87301], [0.61361, -1.83192, -0.84082], [0.64176, -0.36415, -1.86269], [1.26844, -0.06508, 0.21511], [2.66939, -0.45575, 0.19066], [3.24836, -0.75936, -1.10755], [2.98591, 0.01266, -1.83098], [4.76945, -0.81797, -0.94408], [5.13954, -1.82385, -0.03378], [4.53840, -1.59943, 1.22006], [3.01360, -1.52352, 1.11417], [2.60143, -1.29707, 2.09868], [2.62205, -2.49863, 0.77964], [4.84011, -2.43178, 1.85760], [4.91208, -0.65574, 1.64617], [5.25168, -1.06712, -1.89103], [5.13572, 0.15854, -0.59047], [2.90940, -1.73541, -1.49322], [1.10645, 1.43525, 0.12981], [-0.06461, 2.02835, 0.59926], [-0.33264, 3.31745, 0.51043], [0.57787, 4.10853, -0.03158], [1.80358, 3.64418, -0.48080], [2.06892, 2.28641, -0.39951], [3.02149, 1.89784, -0.72118], [2.53592, 4.32671, -0.88399], [0.31362, 5.15602, -0.09003], [-0.82379, 1.43192, 1.08929], [0.85694, -0.38466, 1.17991], [-3.20303, -1.26036, 0.19280], [-3.89570, -1.17851, -1.17127], [-5.39784, -0.98083, -0.98476], [-5.67582, 0.27897, -0.16970], [-4.97568, 0.20532, 1.18399], [-3.47271, 0.01540, 0.99648], [-3.07235, 0.88699, 0.47248], [-2.98190, -0.05153, 1.97015], [-5.16213, 1.11988, 1.75025], [-5.37922, -0.63246, 1.75664], [-6.75142, 0.39720, -0.02540], [-5.31467, 1.15316, -0.71696], [-5.88356, -0.90868, -1.96008], [-5.81487, -1.84696, -0.46662], [-3.49334, -0.34145, -1.74734], [-3.70619, -2.09469, -1.73440], [-3.61991, -2.11045, 0.74324]],
  "gap_ha": 0.344,
  "homo_ev": -8.641,
  "lumo_energy_ha": 0.0265,
  "smiles": "O=C(NC[C@H](c1cccnc1)N1CCOCC1)C1CCCCC1"
}


b | {
  "formula": "C18H27N3O2",
  "method": "the ωB97M-V functional and the def2-TZVPD basis",
  "symbols": ["C", "C", "C", "H", "C", "N", "C", "O", "C", "C", "H", "H", "C", "N", "C", "O", "N", "C", "C", "C", "C", "C", "C", "H", "H", "C", "H", "H", "H", "H", "H", "H", "C", "H", "C", "H", "H", "H", "H", "H", "H", "H", "H", "H", "H", "H", "H", "H", "H", "H"],
  "positions_angstrom": [[2.37319, 3.64973, 1.65096], [2.83706, 2.89020, 0.28727], [1.61108, 2.74143, -0.60448], [0.71172, 2.19466, 0.01433], [1.77146, 1.51373, -1.88388], [1.86528, 0.25127, -1.19837], [3.01539, -0.42712, -1.08160], [4.08149, 0.16069, -1.90523], [3.08159, -1.62863, -0.62173], [1.96309, -2.61041, -0.82483], [1.24988, -1.92794, -1.58611], [2.16056, -3.44192, -1.27192], [1.09639, -2.95226, 0.33234], [0.85960, -1.41649, 1.13432], [-0.26625, -0.70003, 0.86254], [-0.30482, 0.41049, 1.58119], [-1.30049, -1.37229, 0.38005], [-2.62854, -0.67910, 0.20111], [-3.47256, -1.30820, -0.53042], [-4.86354, -0.85295, -0.59962], [-5.19022, 0.40863, -0.48299], [-4.27110, 1.28942, 0.34647], [-2.89716, 0.80765, 0.50218], [-2.20396, 1.36322, 1.07934], [-4.37483, 2.38975, 0.20993], [-6.41906, 1.00757, -0.67128], [-6.42411, 1.61661, -1.38177], [-7.13492, 0.38927, -1.09325], [-7.01511, 1.34834, 0.36611], [-5.54924, -1.57138, -1.10007], [-3.34649, -2.33182, -0.77707], [-1.32128, -2.19735, -0.09532], [2.07540, -0.88669, 1.69931], [2.06445, -1.30467, 2.72447], [3.27873, -1.49912, 0.98885], [4.15749, -0.51166, 1.18721], [3.65407, -2.37100, 1.26164], [1.95607, 0.17936, 1.86868], [1.58825, -3.36790, 1.17126], [0.02929, -3.15542, 0.28999], [4.12798, -2.21176, -0.73064], [1.02279, 0.05464, -0.45354], [2.57148, 1.92578, -2.21446], [0.86933, 1.56115, -2.42246], [0.98723, 3.65860, -1.05610], [3.57800, 3.40302, -0.29196], [3.22495, 1.83424, 0.59401], [2.01999, 4.47152, 1.36684], [3.23178, 3.90220, 2.07790], [1.46445, 3.14753, 2.19225]],
  "gap_ha": 0.323,
  "homo_ev": -8.478,
  "lumo_energy_ha": 0.0117,
  "smiles": "CCCCNC(=O)C1CCN(C(=O)Nc2ccc(C)cc2)CC1"
}


Which is most stable, and by how much? a, by 12.707 eV.